1.
{
  "formula": "C28H67IN3O20P4",
  "method": "ωB97M-V/def2-TZVPD",
  "lumo_ev": -4.33,
  "orbital_gap_ev": 6.681,
  "total_charge": 1,
  "elements": ["C", "C", "O", "C", "C", "O", "C", "C", "N", "C", "C", "C", "O", "N", "I", "C", "N", "C", "C", "C", "C", "C", "O", "C", "H", "H", "H", "H", "H", "H", "H", "H", "H", "H", "H", "H", "H", "H", "H", "H", "H", "H", "H", "H", "H", "H", "H", "H", "H", "H", "H", "H", "H", "H", "H", "C", "O", "P", "O", "O", "C", "O", "C", "H", "H", "H", "H", "H", "H", "H", "H", "H", "C", "O", "P", "O", "O", "C", "O", "C", "H", "H", "H", "H", "H", "H", "H", "H", "H", "C", "O", "P", "O", "O", "C", "O", "C", "H", "H", "H", "H", "H", "H", "H", "H", "H", "C", "O", "P", "O", "O", "C", "O", "C", "H", "H", "H", "H", "H", "H", "H", "H", "H"],
  "positions_angstrom": [[-2.87, 2.40, 5.96], [-2.69, 1.02, 5.17], [-1.96, 1.11, 3.92], [-2.70, 1.73, 2.90], [-2.98, 3.20, 2.55], [-2.46, 4.34, 3.26], [-1.15, 4.57, 2.60], [-0.39, 5.88, 3.12], [1.08, 5.51, 3.17], [1.94, 6.74, 3.11], [3.25, 6.52, 4.05], [2.88, 5.71, 5.40], [3.79, 7.83, 4.42], [-3.84, 3.31, 1.39], [-4.57, 4.97, 0.42], [-4.11, 1.96, 0.96], [-3.42, 1.05, 1.84], [-3.59, -0.39, 1.48], [-3.06, -1.45, 2.54], [-1.53, -1.91, 2.34], [-0.61, -0.87, 1.54], [0.94, -1.32, 1.78], [1.57, -0.47, 2.78], [2.39, -1.24, 3.69], [-2.29, 3.27, 5.52], [-2.61, 2.20, 7.06], [-4.01, 2.62, 5.98], [-3.73, 0.56, 4.93], [-2.16, 0.21, 5.80], [-1.23, 4.55, 1.45], [-0.50, 3.65, 2.90], [-0.78, 6.18, 4.15], [-0.50, 6.74, 2.37], [1.26, 4.93, 2.33], [2.34, 6.84, 2.04], [1.42, 7.71, 3.41], [4.06, 5.90, 3.51], [3.80, 5.58, 6.09], [2.08, 6.27, 6.01], [2.50, 4.65, 5.18], [3.97, 7.79, 5.39], [-4.76, 1.69, 0.07], [-4.73, -0.57, 1.34], [-3.13, -0.52, 0.42], [-3.70, -2.41, 2.39], [-3.22, -1.16, 3.64], [-1.05, -2.16, 3.36], [-1.53, -2.89, 1.73], [-0.67, 0.21, 1.89], [-0.81, -0.87, 0.41], [1.52, -1.36, 0.78], [0.89, -2.42, 2.15], [1.91, -2.23, 4.03], [3.45, -1.45, 3.29], [2.51, -0.59, 4.63], [5.32, -1.26, -2.32], [5.72, -2.45, -1.63], [4.68, -3.13, -0.62], [3.36, -2.47, -0.52], [5.49, -3.18, 0.77], [6.05, -1.96, 1.22], [4.61, -4.65, -1.10], [5.67, -5.57, -0.85], [6.02, -0.46, -2.09], [5.35, -1.46, -3.39], [4.31, -0.94, -2.05], [5.44, -1.10, 0.93], [7.05, -1.85, 0.78], [6.14, -1.98, 2.30], [6.32, -5.26, -0.03], [6.26, -5.72, -1.76], [5.21, -6.52, -0.58], [8.23, -1.85, -8.41], [7.99, -2.81, -7.38], [8.73, -2.61, -5.97], [9.57, -1.40, -5.86], [9.52, -3.98, -5.76], [10.36, -4.40, -6.83], [7.54, -2.67, -4.90], [6.90, -3.88, -4.55], [8.63, -2.36, -9.29], [7.28, -1.39, -8.68], [8.93, -1.07, -8.12], [10.80, -3.54, -7.35], [9.77, -4.99, -7.54], [11.16, -5.02, -6.43], [7.50, -4.76, -4.78], [5.93, -3.96, -5.05], [6.73, -3.86, -3.47], [-4.61, 0.03, -4.79], [-4.00, 1.32, -4.88], [-2.45, 1.46, -4.44], [-1.80, 0.20, -4.02], [-2.50, 2.59, -3.31], [-3.41, 2.39, -2.25], [-1.76, 2.16, -5.70], [-1.94, 3.54, -5.99], [-5.49, 0.10, -4.14], [-4.94, -0.26, -5.79], [-3.95, -0.74, -4.41], [-3.53, 1.33, -2.01], [-4.38, 2.82, -2.53], [-3.04, 2.91, -1.36], [-2.29, 4.11, -5.12], [-2.65, 3.66, -6.81], [-0.98, 3.94, -6.30], [-8.66, -3.10, 3.56], [-8.85, -3.48, 2.20], [-8.17, -2.59, 1.05], [-7.34, -1.46, 1.53], [-9.41, -2.16, 0.13], [-10.51, -1.55, 0.79], [-7.36, -3.65, 0.17], [-8.02, -4.55, -0.72], [-9.63, -2.93, 4.03], [-8.16, -3.92, 4.08], [-8.05, -2.20, 3.67], [-10.18, -0.95, 1.65], [-11.19, -2.33, 1.13], [-11.03, -0.90, 0.09], [-9.01, -4.21, -1.00], [-8.07, -5.54, -0.27], [-7.41, -4.61, -1.62]],
  "lowdin_charge": [-0.0626, -0.2068, -0.0740, -0.0924, -0.1950, -0.1032, -0.1566, -0.1696, -0.1094, -0.1705, -0.3615, -0.0932, -0.0963, -0.4473, 1.0350, -0.0639, 0.0169, -0.1194, -0.1525, -0.1862, -0.1610, -0.2122, -0.2230, -0.1184, 0.0791, 0.0927, 0.0916, 0.1251, 0.1438, 0.1299, 0.1438, 0.1346, 0.1234, 0.1119, 0.1276, 0.1305, 0.1417, 0.0861, 0.0892, 0.0751, 0.0883, 0.1559, 0.1321, 0.1432, 0.1255, 0.0984, 0.1214, 0.1260, 0.0980, 0.1147, 0.1148, 0.1174, 0.0931, 0.0879, 0.1001, -0.0919, -0.2293, 0.4109, -0.2383, -0.2291, -0.1007, -0.1982, -0.0952, 0.0948, 0.0841, 0.0782, 0.0895, 0.0941, 0.0896, 0.0852, 0.0831, 0.0933, -0.1052, -0.2194, 0.4029, -0.2340, -0.2290, -0.0976, -0.2035, -0.0982, 0.0884, 0.0883, 0.0786, 0.0909, 0.0919, 0.0930, 0.0855, 0.0978, 0.0662, -0.1023, -0.2174, 0.4077, -0.2291, -0.2187, -0.1444, -0.1916, -0.0957, 0.0858, 0.0924, 0.0786, 0.0824, 0.0910, 0.0382, 0.0802, 0.0935, 0.0942, -0.1015, -0.2128, 0.4064, -0.2612, -0.2278, -0.0937, -0.2038, -0.0935, 0.0911, 0.0910, 0.0744, 0.0893, 0.0953, 0.0944, 0.0844, 0.0942, 0.0926]
}

2.
{
  "formula": "C34H52BN7ORhS2Si3",
  "method": "ωB97M-V/def2-TZVPD",
  "e_above_lowest_ev": 0.000,
  "lumo_ev": -2.64,
  "orbital_gap_ev": 8.477,
  "total_charge": 1,
  "elements": ["Rh", "B", "N", "C", "C", "C", "N", "N", "C", "C", "C", "N", "H", "H", "H", "H", "H", "H", "H", "H", "C", "Si", "C", "C", "C", "Si", "C", "C", "C", "Si", "C", "C", "C", "C", "C", "C", "C", "N", "H", "H", "H", "H", "H", "H", "H", "H", "H", "H", "H", "H", "H", "H", "H", "H", "H", "H", "H", "H", "H", "H", "H", "H", "H", "H", "H", "H", "C", "N", "C", "N", "S", "H", "H", "H", "H", "H", "H", "O", "S", "C", "C", "C", "C", "C", "C", "C", "C", "C", "C", "C", "C", "H", "H", "H", "H", "H", "H", "H", "H", "H", "H"],
  "positions_angstrom": [[0.88, -1.03, -0.50], [-1.98, -1.48, 1.39], [-0.86, -0.51, 1.86], [-0.93, 0.23, 2.97], [0.21, 0.99, 3.10], [0.95, 0.67, 1.98], [0.32, -0.24, 1.25], [-2.21, -1.32, -0.14], [-3.37, -1.51, -0.78], [-3.14, -1.52, -2.15], [-1.78, -1.27, -2.26], [-1.23, -1.17, -1.04], [-1.68, -2.62, 1.63], [-2.99, -1.15, 1.95], [-1.81, 0.18, 3.59], [0.46, 1.68, 3.88], [1.90, 1.07, 1.66], [-4.28, -1.62, -0.22], [-3.86, -1.62, -2.94], [-1.18, -1.12, -3.14], [1.64, -2.27, -2.74], [3.18, -1.28, -2.26], [4.70, -2.21, -2.82], [2.98, 0.19, -3.44], [3.04, -0.97, -0.40], [4.03, -2.15, 0.72], [5.83, -1.63, 0.79], [4.11, -3.95, 0.13], [3.38, -2.07, 2.48], [3.64, 0.77, -0.14], [4.01, 1.43, 1.59], [5.21, 1.27, -1.06], [2.15, 1.71, -0.85], [2.18, 3.07, -1.13], [1.07, 3.72, -1.65], [-0.08, 2.98, -1.85], [-0.07, 1.63, -1.55], [1.02, 1.00, -1.08], [1.58, -2.16, -3.83], [0.65, -1.88, -2.43], [1.66, -3.32, -2.47], [4.64, -2.37, -3.90], [4.82, -3.18, -2.34], [5.61, -1.63, -2.63], [3.35, -0.15, -4.42], [3.50, 1.11, -3.20], [1.93, 0.43, -3.57], [6.30, -1.63, -0.20], [6.36, -2.36, 1.39], [6.00, -0.66, 1.25], [5.14, -4.18, -0.17], [3.46, -4.20, -0.70], [3.84, -4.63, 0.95], [3.78, -1.20, 3.00], [3.71, -2.95, 3.04], [2.29, -2.04, 2.53], [5.09, 1.39, 1.75], [3.53, 0.93, 2.43], [3.74, 2.49, 1.64], [6.07, 0.92, -0.49], [5.28, 2.36, -1.10], [5.31, 0.90, -2.08], [3.09, 3.62, -0.94], [1.09, 4.78, -1.86], [-1.00, 3.42, -2.20], [-0.97, 1.06, -1.65], [-2.54, -4.87, -0.76], [-1.31, -4.10, -0.74], [-0.40, -4.21, 0.22], [-0.51, -5.18, 1.12], [1.02, -3.25, 0.34], [-3.12, -4.56, -1.63], [-3.13, -4.68, 0.14], [-2.34, -5.94, -0.85], [-1.21, -3.33, -1.38], [-1.29, -5.82, 1.13], [0.12, -5.18, 1.91], [-2.63, 2.01, -0.78], [-3.82, 1.68, 0.07], [-5.12, 2.84, -0.35], [-4.79, 4.03, -0.99], [-5.80, 4.92, -1.31], [-7.12, 4.62, -0.99], [-7.43, 3.42, -0.36], [-6.43, 2.52, -0.04], [-3.48, 2.34, 1.70], [-2.50, 3.30, 1.85], [-2.26, 3.82, 3.12], [-2.99, 3.36, 4.21], [-3.96, 2.38, 4.04], [-4.21, 1.86, 2.78], [-3.75, 4.23, -1.24], [-5.56, 5.85, -1.82], [-7.91, 5.32, -1.24], [-8.46, 3.19, -0.12], [-6.66, 1.58, 0.44], [-1.93, 3.63, 0.99], [-1.50, 4.57, 3.26], [-2.79, 3.76, 5.20], [-4.52, 2.02, 4.89], [-4.96, 1.09, 2.64]],
  "lowdin_charge": [0.8424, -0.4227, -0.0223, -0.0669, -0.0172, -0.1239, -0.0672, -0.0639, -0.1153, -0.0387, -0.1604, -0.0928, 0.0629, 0.0823, 0.1248, 0.1075, 0.0425, 0.1287, 0.1068, 0.1175, -0.1969, 0.3958, -0.1535, -0.1710, -0.5486, 0.3668, -0.1733, -0.2239, -0.1851, 0.4667, -0.1686, -0.1543, -0.3000, -0.0514, -0.0293, -0.0338, -0.1101, -0.0436, 0.0601, -0.0270, 0.0282, 0.0430, 0.0186, 0.0366, 0.0459, 0.0192, 0.0314, 0.0320, 0.0454, 0.0136, 0.0335, -0.0063, 0.0294, 0.0242, 0.0393, -0.0072, 0.0376, 0.0152, 0.0508, 0.0302, 0.0436, 0.0218, 0.1098, 0.1170, 0.1102, 0.0671, -0.0454, -0.0053, -0.7666, 0.1343, 0.7993, 0.0905, 0.0993, 0.0944, 0.0909, 0.1072, 0.1101, -0.5153, 1.0165, -0.3707, -0.0663, -0.0634, -0.0705, -0.0697, -0.0848, -0.3732, -0.0672, -0.0698, -0.0729, -0.0733, -0.0919, 0.1057, 0.1094, 0.1088, 0.1094, 0.1081, 0.1091, 0.1100, 0.1083, 0.1102, 0.1114]
}